Record 1
The following is a quantum chemistry calculation of C50H41As2F3IN7O12S2Sc as an isolated structure, from the OMol25 dataset.

Structure (XYZ):
```
119
Properties=species:S:1:pos:R:3:forces:R:3:lowdin_charge:R:1
Sc -0.576746 0.405794 0.367144 0.242 -0.098 0.244 0.4189
F -0.981591 -2.468292 -4.215051 0.112 -0.132 -0.006 0.1148
C -2.103306 -1.759427 -4.388092 0.642 0.225 0.175 -0.6013
F -2.183115 -1.511133 -5.716112 -0.218 0.069 -0.016 0.1188
F -3.124696 -2.563108 -4.084911 -0.482 -0.400 0.054 0.1523
C -2.129322 -0.497190 -3.578344 0.218 0.001 0.309 -0.1149
C -2.886087 0.546719 -4.066731 -0.011 0.203 0.355 -0.0030
C -2.974570 1.745504 -3.352977 -0.198 -0.410 -0.510 -0.0333
C -2.299642 1.822090 -2.160536 -0.036 0.319 -0.122 -0.1199
N -1.551926 0.827573 -1.693197 0.102 0.190 0.293 -0.0605
C -1.448898 -0.351815 -2.328193 -0.212 -0.296 -0.468 -0.6322
S -0.494707 -1.480065 -1.432259 -0.318 -0.218 -0.521 0.6887
H -3.439248 0.419877 -4.990418 0.128 0.031 -0.016 0.1264
H -3.582961 2.557895 -3.724621 0.054 0.047 0.142 0.1061
H -2.356477 2.711521 -1.554794 -0.002 0.048 0.167 0.0950
C 1.921104 3.181805 -2.140885 -0.211 0.329 -0.172 -0.4403
C 2.982396 2.109657 -2.208833 0.688 -0.142 -0.240 -0.4366
As 2.289638 0.310269 -1.790086 0.110 -0.133 0.302 1.2518
C 4.037281 -0.542465 -1.788135 0.199 -0.250 0.030 -0.3914
C 4.527501 -1.093084 -0.600173 -0.095 0.144 -0.322 -0.1387
C 5.801559 -1.657867 -0.568573 -0.251 0.181 0.159 -0.0822
C 6.578508 -1.681583 -1.712770 -0.157 -0.204 -0.264 -0.0967
C 6.090862 -1.143831 -2.904689 0.220 0.200 0.060 -0.0919
C 4.831697 -0.567093 -2.938679 0.017 0.209 0.078 -0.1339
C 1.699827 -0.107053 -3.593250 -0.178 -0.060 -0.537 -0.3901
C 2.132356 -1.224052 -4.315727 0.167 0.053 0.471 -0.1216
C 1.731689 -1.419477 -5.621562 -0.115 0.121 -0.098 -0.0924
C 0.875544 -0.525567 -6.245087 0.038 0.166 0.151 -0.0938
C 0.392494 0.561166 -5.529741 0.170 -0.237 -0.007 -0.0848
C 0.796022 0.764933 -4.217490 0.245 -0.496 0.039 -0.1196
As 0.812744 3.055407 -0.514522 -0.049 -0.526 0.015 1.2304
C -0.431698 4.485632 -0.839632 0.126 0.308 -0.253 -0.4172
C -1.523891 4.624964 0.011463 0.254 -0.056 0.035 -0.1228
C -2.387525 5.689762 -0.144473 -0.088 0.119 -0.108 -0.0670
C -2.203614 6.599871 -1.189052 0.096 -0.222 0.340 -0.0868
C -1.138057 6.454994 -2.063302 0.285 -0.750 0.114 -0.0799
C -0.250350 5.381863 -1.884944 0.057 0.483 -0.176 -0.0984
C 2.069479 3.870300 0.697564 0.268 0.312 0.123 -0.4333
C 1.866560 5.135825 1.232490 -0.279 0.290 -0.113 -0.1006
C 2.796579 5.685162 2.103413 0.287 -0.282 -0.047 -0.0847
C 3.936760 4.956935 2.436612 -0.087 0.576 0.448 -0.0925
C 4.136697 3.688054 1.928673 0.143 -0.019 -0.021 -0.0916
C 3.214734 3.155868 1.057411 -0.441 -0.687 -0.510 -0.1948
H 1.245998 3.118435 -2.994007 -0.022 -0.026 0.027 0.0427
H 2.364261 4.177803 -2.191231 0.085 0.016 0.153 0.0729
H 3.772345 2.282795 -1.460565 -0.219 0.031 -0.313 0.0588
H 3.462480 2.070583 -3.208125 -0.198 0.112 0.516 0.0814
H 3.899553 -1.100406 0.286033 0.134 0.026 -0.081 0.0567
H 6.170400 -2.069858 0.363615 0.002 -0.053 -0.086 0.1062
H 7.538858 -2.177251 -1.692186 0.149 0.118 -0.010 0.0957
H 6.712815 -1.113716 -3.797336 -0.090 -0.167 0.146 0.0990
H 4.467561 -0.115518 -3.864136 0.124 -0.161 0.258 0.0995
H 2.816623 -1.951359 -3.872918 -0.209 0.279 -0.001 0.1035
H 2.100704 -2.278207 -6.149585 0.069 -0.278 -0.238 0.0992
H 0.581369 -0.677719 -7.271119 -0.091 -0.047 -0.125 0.1003
H -0.318558 1.232080 -5.984205 -0.097 0.155 -0.062 0.1051
H 0.364805 1.577561 -3.659069 -0.082 0.172 0.033 0.0760
H -1.675024 3.892551 0.793976 -0.060 0.025 0.103 0.0979
H -3.199159 5.792383 0.565258 -0.100 0.117 -0.167 0.1086
H -2.886898 7.422974 -1.288023 -0.181 0.240 -0.109 0.0940
H -0.977814 7.135899 -2.886872 -0.072 0.128 0.009 0.0967
H 0.616828 5.273153 -2.545794 -0.474 0.154 0.208 0.0878
H 0.978407 5.722085 0.978353 0.250 -0.282 0.036 0.1009
H 2.623228 6.673875 2.509686 0.079 -0.030 0.052 0.0981
H 4.655370 5.377531 3.134494 -0.059 -0.030 -0.083 0.0992
H 4.990560 3.094693 2.225631 0.071 0.054 0.007 0.1077
H 3.353905 2.133710 0.679099 -0.054 0.445 0.261 0.0810
I 0.839885 1.266829 2.809576 0.022 0.018 -0.201 0.3176
S 2.040545 -3.175265 0.543608 -0.202 -0.210 -0.308 0.6595
C 0.959583 -4.200217 -0.273382 0.580 -0.030 0.049 -0.8827
N 1.111078 -4.491165 -1.573485 -0.518 -0.310 -0.667 0.0132
C 0.106968 -5.188868 -2.393655 0.016 -0.162 0.139 -0.1659
C -1.270772 -5.085831 -1.744929 0.047 0.604 0.034 -0.1746
C -1.167932 -5.496338 -0.276556 0.092 0.222 -0.320 -0.1511
N -0.029603 -4.820698 0.359588 -0.791 -0.256 0.602 0.0396
H 1.727517 -3.882455 -2.063290 0.424 0.336 -0.094 0.0962
H 0.351522 -6.259600 -2.485951 0.201 0.238 0.040 0.1143
H 0.140586 -4.757675 -3.407793 -0.147 -0.076 0.458 0.1140
H -1.968575 -5.742558 -2.265084 -0.040 0.040 0.026 0.1141
H -1.632720 -4.049447 -1.810506 0.086 -0.299 0.011 0.0764
H -1.055333 -6.583770 -0.240221 0.089 -0.001 0.279 0.1136
H -2.064120 -5.195431 0.275654 0.130 -0.106 -0.116 0.1149
H -0.134496 -4.552105 1.330478 0.020 -0.087 -0.234 0.0999
O -4.164813 2.130797 0.478595 0.096 -0.185 0.337 0.0730
C -3.389481 1.604897 1.262400 0.045 0.403 -0.214 -0.5250
O -2.130571 1.403220 1.023461 -0.564 0.208 0.152 -0.2056
C -3.850696 1.218997 2.663728 0.346 0.244 -0.986 -0.0629
C -5.109750 1.625089 3.074606 0.005 0.027 -0.440 0.0778
C -5.513027 1.287888 4.337269 -0.859 0.235 0.252 -0.1180
C -4.717897 0.597984 5.212156 0.305 -0.481 0.444 0.0762
C -3.478484 0.200990 4.760804 0.314 -0.064 0.313 -0.0809
C -3.010662 0.500315 3.494765 0.115 -0.179 0.513 0.0797
N -2.585743 -0.565699 5.684644 -0.597 0.114 0.300 -0.3151
O -2.841952 -0.544879 6.881442 0.037 0.094 -0.648 0.0811
O -1.681626 -1.185029 5.177004 0.108 0.093 0.068 0.1024
N -6.873517 1.694433 4.790166 -0.067 0.559 -0.151 -0.3357
O -7.588888 2.284790 3.988924 0.487 -0.532 0.533 0.0712
O -7.173817 1.457227 5.945717 -0.011 -0.040 -0.376 0.0749
H -5.761761 2.189042 2.420075 0.142 -0.090 -0.058 0.1357
H -5.051628 0.348367 6.200614 -0.069 -0.009 0.236 0.1290
H -2.005064 0.194894 3.222826 -0.164 0.122 -0.221 0.0676
O -2.463124 -2.916917 1.454339 0.201 0.192 0.083 0.0656
C -1.507106 -2.288798 1.884803 0.186 -0.173 0.093 -0.5705
O -1.102990 -1.130032 1.490289 -0.229 -0.378 0.093 -0.2531
C -0.677859 -2.861245 3.031525 -0.950 0.391 -0.610 -0.1443
C 0.561122 -2.340330 3.325080 0.490 -0.183 0.091 -0.0334
C 1.250113 -2.882091 4.390319 0.299 0.177 0.130 -0.1027
C 0.716001 -3.852641 5.209076 0.158 -0.188 0.425 0.0888
C -0.563454 -4.292522 4.910932 0.140 -0.120 0.349 -0.1210
C -1.261840 -3.831090 3.822196 -0.009 -0.055 -0.029 0.0521
N -1.200563 -5.273486 5.812954 0.046 -0.207 -0.406 -0.3421
O -2.344169 -5.631612 5.567611 0.583 0.248 0.220 0.0715
O -0.514854 -5.689124 6.725490 -0.314 -0.110 0.150 0.0723
N 2.630817 -2.400163 4.655493 0.162 -0.418 0.101 -0.3242
O 3.129719 -2.699592 5.738497 -0.248 0.351 -0.750 0.0595
O 3.188394 -1.794477 3.759772 -0.212 -0.173 0.620 0.0611
H 1.000061 -1.547184 2.746876 -0.035 0.036 -0.081 0.0028
H 1.274944 -4.252218 6.052962 -0.208 0.172 -0.246 0.1346
H -2.252188 -4.195618 3.610638 -0.136 -0.006 -0.101 0.1351
```
Positions in Å, forces in eV/Å.

HOMO energy = -5.69 eV
Orbital gap = 6.88 eV
Total charge = -1
LUMO energy = 0.044 hartree


Record 2
The following is a quantum chemistry calculation of a 2-piece molecular cluster, C4H2O2 overall, from the OMol25 dataset.

Structure (XYZ):
```
8
Properties=species:S:1:pos:R:3:forces:R:3:nbo_charge:R:1
O -2.826019 -0.558530 0.732209 1.149 -0.170 -0.066 -0.4408
C -1.708567 -0.720159 0.681633 -1.546 -0.034 0.261 0.5023
C -0.842509 1.405695 -0.921769 0.814 0.120 -0.092 0.0680
C 0.347380 1.025936 -0.705381 -0.604 0.065 -0.097 -0.5665
C 1.349410 0.213336 -0.300716 0.011 -0.019 -0.022 0.3659
O 1.130929 -0.823858 0.464078 0.005 0.104 -0.096 -0.6220
H 0.149996 -0.865771 0.615672 0.277 -0.146 0.099 0.4942
H 2.399380 0.323352 -0.565725 -0.107 0.080 0.014 0.1990
```
Positions in Å, forces in eV/Å.

HOMO energy = -10.03 eV
Orbital gap = 9.02 eV
LUMO energy = -0.037 hartree